DFT (ωB97M-V with the def2-TZVPD basis set) results for a 2-piece molecular cluster, C2H8O2S overall at a distorted geometry.

Summary:
**Molecular weight**: 96.15 g mol⁻¹
**Orbital gap**: 10.00 eV
**Lowest unoccupied orbital energy**: 0.584 eV
**Electronic energy**: -17133.216 eV
**Highest occupied orbital energy**: -9.42 eV
**Energy above the lowest of the compared OMol25 structures with the same formula, charge and spin**: 0.2024 eV

```
! wB97M-V def2-TZVPD RIJCOSX def2/J DEFGRID3
* xyz 0 1
O -0.05 2.77 0.86
H -1.05 1.33 -0.98
S 0.26 -0.61 -1.33
O 0.05 -3.88 0.13
H 1.16 1.10 1.13
H -0.41 -3.04 -0.10
H 0.98 -3.60 0.31
H -1.09 0.16 0.38
H 1.40 1.88 -0.46
H -0.48 2.56 1.72
C -0.42 0.69 -0.33
C 0.65 1.66 0.33
H -0.99 -1.02 -1.67
*
```


DFT (ωB97M-V with the def2-TZVPD basis set) results for C38H32CaF6N8O6S2 as an isolated structure at a distorted geometry.

Summary:
**Molecular weight**: 914.92 g mol⁻¹
**Orbital gap**: 8.72 eV
**Lowest unoccupied orbital energy**: -0.084 eV
**Electronic energy**: -120549.577 eV
**Highest occupied orbital energy**: -8.80 eV
**Energy above the lowest of the compared OMol25 structures with the same formula, charge and spin**: 1.8237 eV

```
! wB97M-V def2-TZVPD RIJCOSX def2/J DEFGRID3
* xyz 0 1
N -0.77 1.91 3.30
H 1.72 2.78 0.14
H -2.93 -5.86 1.18
F 1.43 2.56 5.89
H -3.05 -1.62 1.72
H 3.00 -7.19 1.68
H -3.69 1.08 -4.69
H -1.52 -0.23 -4.35
N -1.73 -2.29 0.31
N -0.83 -0.80 -2.44
C 1.28 1.60 4.99
C 4.09 -5.52 0.90
C -2.61 -4.86 0.94
H 0.85 1.70 -4.52
C 4.20 -4.31 6.87
H -1.97 -2.53 -2.69
O 1.96 -1.30 0.65
H 1.05 -3.14 7.19
N 6.03 -5.53 8.24
C 0.88 1.05 -2.49
S -1.52 2.10 1.93
H 0.03 -4.05 -1.90
C -0.14 -2.37 4.92
N 0.28 -1.09 3.13
C 2.72 -2.09 -0.01
C 1.41 3.28 -3.16
H 0.75 -3.60 1.06
C -2.34 1.21 -3.02
H 2.78 -4.31 8.49
C 1.51 2.58 -0.90
F 0.40 0.72 5.45
C -2.67 -2.50 1.23
O 1.53 1.71 2.33
F 2.44 0.99 4.80
C 1.40 -1.60 3.56
C 1.74 -5.48 1.41
C -0.91 -2.26 -2.61
C 1.04 1.99 -3.49
H 1.52 4.03 -3.94
F -3.07 3.84 3.09
S 0.75 2.38 3.37
C -0.70 -1.57 3.98
C 2.23 -3.03 5.40
O -1.77 0.83 1.28
H -4.55 3.39 -4.38
H -0.44 -2.55 -3.56
C 2.95 -6.16 1.36
C -3.31 1.70 -3.89
C 0.52 -0.38 -2.83
C 4.02 -4.20 0.46
H -1.89 3.72 -1.03
C -1.65 -4.65 -0.04
H -2.74 -0.83 -3.25
N 1.22 -2.37 4.66
H 1.25 -1.01 -2.33
O 0.96 3.78 3.53
C -3.27 3.75 -2.68
H 0.60 -2.60 -1.11
N -1.86 1.92 -2.01
H 3.65 -3.07 3.78
H 1.97 4.57 -1.53
H 5.40 -4.17 5.10
C -1.85 -0.20 -3.30
H 2.37 -1.42 3.13
H 0.85 -5.97 1.76
H 4.89 -3.70 0.05
F -3.76 1.80 3.25
H 5.03 -6.05 0.87
C 1.66 3.59 -1.84
H 0.66 -0.51 -3.91
H -0.58 -2.93 5.73
C -0.29 -3.10 -1.48
O -0.93 3.12 1.10
H -1.73 -1.28 3.87
Ca 0.43 0.18 0.95
H -3.91 -3.86 2.33
H -3.60 4.76 -2.50
H -1.21 -5.49 -0.58
C -1.25 -3.36 -0.35
C 5.22 -4.99 7.63
C 1.99 -3.38 6.73
C 4.44 -3.94 5.55
F -3.92 2.85 1.36
C -3.15 -3.75 1.57
C -2.32 3.17 -1.86
O 3.29 -1.83 -1.06
C -3.18 2.69 2.45
C 2.82 -3.50 0.53
C -3.79 2.98 -3.72
N 1.11 1.34 -1.20
C 2.97 -4.03 7.46
C 1.68 -4.15 1.01
C 3.46 -3.31 4.82
*
```


DFT (ωB97M-V with the def2-TZVPD basis set) results for C5H6N2O3 as an isolated structure at a distorted geometry.

Summary:
**Molecular weight**: 142.11 g mol⁻¹
**Orbital gap**: 10.14 eV
**Lowest unoccupied orbital energy**: 0.258 eV
**Electronic energy**: -14401.056 eV
**Highest occupied orbital energy**: -9.88 eV
**Energy above the lowest of the compared OMol25 structures with the same formula, charge and spin**: 3.8562 eV

```
! wB97M-V def2-TZVPD RIJCOSX def2/J DEFGRID3
* xyz 0 1
H -2.67 0.56 -1.22
C -1.60 0.47 0.22
H 1.18 -2.59 -0.80
C 0.83 -0.77 0.04
C 1.70 0.46 0.10
O 0.76 1.23 0.74
H -0.41 -1.85 1.48
C -0.21 0.17 0.64
N 0.68 -1.72 -0.98
H 0.87 -0.81 2.32
C 0.26 -1.00 1.43
O 2.78 0.81 -0.28
H 0.89 -1.37 -1.90
H -2.15 -1.40 -0.23
O -1.85 1.59 -0.33
N -2.23 -0.44 -0.53
*
```


DFT (ωB97M-V with the def2-TZVPD basis set) results for a 2-piece molecular cluster, C3F3O3 overall at a distorted geometry.

Summary:
**Molecular weight**: 141.02 g mol⁻¹
**Orbital gap**: 6.90 eV
**Lowest unoccupied orbital energy**: 3.511 eV
**Electronic energy**: -17405.643 eV
**Highest occupied orbital energy**: -3.39 eV
**Energy above the lowest of the compared OMol25 structures with the same formula, charge and spin**: 0.5214 eV

```
! wB97M-V def2-TZVPD RIJCOSX def2/J DEFGRID3
* xyz -1 1
O -2.61 -0.86 -0.69
F 2.62 -0.74 0.14
O -2.45 1.39 -1.03
O 1.32 0.91 0.98
F 1.35 0.22 -1.32
F 0.52 -1.08 1.90
C -2.50 0.27 -0.84
C 0.26 -0.12 0.82
C 1.49 -0.01 0.04
*
```


DFT (ωB97M-V with the def2-TZVPD basis set) results for C3H5N3O as an isolated structure at a distorted geometry.

Summary:
**Molecular weight**: 99.09 g mol⁻¹
**Orbital gap**: 8.14 eV
**Lowest unoccupied orbital energy**: 0.720 eV
**Electronic energy**: -9705.340 eV
**Highest occupied orbital energy**: -7.42 eV
**Energy above the lowest of the compared OMol25 structures with the same formula, charge and spin**: 5.2441 eV

```
! wB97M-V def2-TZVPD RIJCOSX def2/J DEFGRID3
* xyz 0 1
H -2.06 0.80 -0.79
H 2.64 0.26 0.25
H 1.83 -0.23 2.50
N -0.27 -0.12 1.74
C 1.09 -0.24 1.67
N -2.02 0.26 0.13
O 0.85 0.74 -1.78
C -0.83 0.03 0.66
N 0.67 -0.02 -0.60
H 1.85 0.90 -2.01
C 1.62 -0.02 0.38
H -2.64 -0.51 0.08
*
```


DFT (ωB97M-V with the def2-TZVPD basis set) results for a 2-piece molecular cluster, C5H12NO overall at a distorted geometry.

Summary:
**Molecular weight**: 102.16 g mol⁻¹
**Orbital gap**: 8.89 eV
**Lowest unoccupied orbital energy**: -5.423 eV
**Electronic energy**: -8907.573 eV
**Highest occupied orbital energy**: -14.31 eV
**Energy above the lowest of the compared OMol25 structures with the same formula, charge and spin**: 3.0564 eV

```
! wB97M-V def2-TZVPD RIJCOSX def2/J DEFGRID3
* xyz 1 1
H 0.82 -1.54 -0.44
H 4.46 1.86 1.90
H -0.06 2.45 0.85
C -1.25 -0.70 0.16
C -0.28 -0.99 -2.20
H -0.02 0.14 -2.11
H 1.18 1.21 0.36
O 3.53 1.96 2.08
H -0.70 -2.40 -0.77
C -2.20 -1.36 0.91
C 0.09 1.47 0.39
C -0.27 -1.44 -0.69
H 3.37 2.92 1.93
H -2.98 -0.92 1.55
H -1.86 -2.40 1.08
H -1.80 1.34 0.14
H 0.33 -1.49 -2.89
N -1.01 0.79 0.37
H -1.38 -0.90 -2.63
*
```


DFT (ωB97M-V with the def2-TZVPD basis set) results for the molecule C3H8N4O at a distorted geometry.

Summary:
**Molecular weight**: 116.12 g mol⁻¹
**Orbital gap**: 9.01 eV
**Lowest unoccupied orbital energy**: 0.421 eV
**Electronic energy**: -11246.444 eV
**Highest occupied orbital energy**: -8.59 eV
**Energy above the lowest of the compared OMol25 structures with the same formula, charge and spin**: 3.1801 eV

```
! wB97M-V def2-TZVPD RIJCOSX def2/J DEFGRID3
* xyz 0 1
N -0.14 -0.87 -0.04
H -1.94 -2.38 0.08
H 1.44 1.56 0.96
H 0.77 1.65 -0.58
N 1.33 1.08 0.03
H -1.58 1.28 0.98
N -2.39 -1.45 0.05
H 3.31 0.30 -0.34
O 3.39 -0.69 -0.02
N 2.11 -1.16 0.04
H 0.08 -1.83 -0.16
H -1.32 1.45 -0.85
C -1.48 -0.53 -0.03
H -2.95 1.02 -0.11
C 1.18 -0.30 0.03
C -1.82 0.89 -0.04
*
```


DFT (ωB97M-V with the def2-TZVPD basis set) results for C21H40Cl3GaN4O3SSi as an isolated structure at a distorted geometry.

Summary:
**Molecular weight**: 632.81 g mol⁻¹
**Orbital gap**: 8.16 eV
**Lowest unoccupied orbital energy**: 0.492 eV
**Electronic energy**: -143191.484 eV
**Highest occupied orbital energy**: -7.67 eV

```
! wB97M-V def2-TZVPD RIJCOSX def2/J DEFGRID3
* xyz 0 1
H 4.93 11.43 -4.56
H 2.81 0.48 -3.30
H 1.77 4.50 -0.63
C 5.07 8.84 -2.31
O 3.98 6.65 -0.82
C 3.81 9.41 0.79
H -0.49 2.76 -4.29
Si 3.95 5.17 -1.61
C 5.70 4.51 -1.57
H 5.78 8.18 -1.80
H 5.96 4.16 -0.56
C 3.15 7.80 -0.96
H 2.98 10.98 2.03
H 1.57 -1.19 2.37
H 2.70 3.07 -1.12
H 1.36 1.57 4.37
H 1.23 -0.21 4.34
O 1.84 -0.03 0.72
Cl -0.81 -0.53 2.36
H 6.43 5.28 -1.86
H 5.81 3.66 -2.26
C 1.91 0.63 4.21
H 6.56 9.87 -3.48
Cl -1.95 0.26 -1.21
H 3.29 2.16 -3.73
C 2.59 1.33 -3.94
C -1.64 -3.34 0.48
H -2.10 -4.91 1.73
O 1.08 0.65 -1.58
C 2.78 9.62 -2.62
H 2.01 8.12 2.29
H 0.89 8.35 0.91
H 2.31 5.73 -3.39
C 4.58 10.67 -3.85
C 5.50 9.80 -3.24
N 2.46 0.60 2.87
C 2.97 8.45 0.41
S -0.27 -2.42 0.04
H 2.68 1.06 -5.00
H 4.69 10.63 2.28
H 2.73 2.60 2.29
C 1.95 -0.24 1.96
H 0.52 2.19 -5.61
C 3.71 8.75 -2.01
H 3.95 6.26 -3.85
H 3.87 1.43 1.57
H 1.77 6.80 1.10
H 2.73 0.59 4.93
H 3.45 9.53 2.93
H 1.73 9.53 -2.32
H 2.50 11.26 -3.97
C 0.54 2.61 -4.60
Ga -0.24 0.45 0.19
H -2.96 -2.98 -1.13
H 4.64 9.71 0.14
Cl 0.02 2.53 0.70
H 3.12 3.94 0.37
C 1.85 7.89 1.23
C 3.37 5.45 -3.37
N 1.21 1.72 -3.64
H 2.14 7.50 -1.29
H -0.38 1.84 -2.37
H 3.50 4.54 -3.97
C 3.72 10.17 2.08
H 4.01 1.88 3.31
H -3.28 -4.40 -0.15
H 1.01 3.59 -4.69
N -1.60 -4.03 1.68
C 3.32 1.70 2.48
H -0.83 -3.84 2.32
C 3.22 10.58 -3.52
C 2.78 4.07 -0.67
N -2.78 -3.52 -0.28
C 0.62 1.39 -2.49
*
```